1.
Here is C16H27BrF5I2NO3P2S as an isolated structure in a non-equilibrium geometry from the OMol25 dataset. Energies are from ωB97M-V/def2-TZVPD.

The value obtained for the lowest unoccupied orbital energy is -0.01301 Eh. The HOMO-LUMO gap comes out at 7.911 eV. The energy is -5655.44091 a.u. As for the net charge: 0.

Last column: natural (NBO) charge in e.
CARTESIAN COORDINATES (ANGSTROEM)
C1 0.396 -4.840 0.031  -0.6456
C2 -0.171 -3.817 -1.114  -0.4392
C3 -1.499 -2.929 -0.628  -0.3660
I1 -3.150 -3.682 -1.843  0.1518
C4 -1.120 -1.337 -0.827  0.0369
O1 -1.349 -0.793 -2.161  -0.6803
S1 -0.242 0.494 -2.312  1.6733
O2 -0.772 1.229 -3.615  -0.8451
O3 -0.306 1.669 -1.140  -0.7125
C5 0.401 1.357 0.159  -0.0875
P1 2.035 0.537 0.050  0.7622
C6 2.975 0.321 -1.531  -0.7073
C7 3.065 1.498 -2.639  -0.6372
C8 2.708 -0.711 1.206  -0.7338
C9 4.253 -0.236 1.658  -0.6142
C10 0.793 2.938 0.579  0.6187
F1 -0.149 3.942 -0.035  -0.3139
F2 2.022 3.190 -0.283  -0.3560
C11 1.340 3.269 2.036  0.9224
F3 2.154 4.542 1.834  -0.3358
F4 2.324 2.364 2.659  -0.3177
F5 0.405 3.683 3.102  -0.3044
C12 -0.852 0.730 1.021  -0.3517
Br1 -2.081 2.174 1.802  0.1197
P2 -0.348 -0.090 2.717  1.2089
N1 -1.502 0.059 3.852  -1.2493
C13 -1.832 -0.334 0.307  -0.3665
C14 -3.297 0.086 -0.243  -0.3191
I2 -4.936 -0.112 1.281  0.0946
C15 -3.477 1.366 -1.222  -0.4833
C16 -5.049 1.941 -1.243  -0.6356
H1 0.623 -5.876 -0.514  0.2285
H2 1.462 -4.446 0.388  0.2138
H3 -0.341 -5.051 0.915  0.2233
H4 -0.479 -4.494 -2.046  0.2309
H5 0.723 -3.161 -1.481  0.2105
H6 -1.625 -3.181 0.529  0.2504
H7 0.027 -1.296 -0.620  0.2118
H8 4.100 0.009 -1.275  0.2638
H9 2.536 -0.638 -2.096  0.2228
H10 2.122 2.191 -2.741  0.2430
H11 3.404 1.078 -3.703  0.2353
H12 3.952 2.228 -2.315  0.2243
H13 2.914 -1.726 0.606  0.2305
H14 2.211 -1.030 2.194  0.2641
H15 4.254 0.723 2.327  0.2335
H16 4.974 -0.122 0.744  0.2168
H17 4.675 -1.106 2.359  0.2180
H18 0.899 0.364 3.241  -0.0076
H19 -0.166 -1.513 2.407  -0.0453
H20 -1.011 0.595 4.629  0.3731
H21 -2.116 -1.142 1.150  0.2671
H22 -3.628 -0.833 -0.942  0.2554
H23 -2.818 2.302 -1.018  0.2401
H24 -3.255 1.014 -2.338  0.2412
H25 -5.038 2.770 -2.098  0.2215
H26 -5.207 2.545 -0.234  0.2204
H27 -5.842 1.101 -1.416  0.2260

---

2.
Here is a 2-piece molecular cluster, C9H13NO2 overall in a non-equilibrium geometry from the OMol25 dataset. Energies are from ωB97M-V/def2-TZVPD.

The value obtained for the lowest unoccupied orbital energy (alpha / beta) is 0.12211 / 0.11564 Eh. As for the spin multiplicity: 2. The calculation puts the energy relative to the best compared isomer or geometry (same formula, charge and spin) at 49.30 kcal per mole. The HOMO-LUMO gap (alpha / beta) comes out at 2.333 / 6.599 eV. The energy is -555.89363 a.u. As for the net charge: -1.

Last column: natural (NBO) charge in e.
CARTESIAN COORDINATES (ANGSTROEM)
C1 -1.384 2.647 0.072  -0.6607
C2 0.947 2.220 1.056  -0.3431
C3 -0.325 1.809 0.710  -0.0701
C4 1.803 1.497 1.946  -0.4638
C5 1.310 0.279 2.502  0.3221
C6 -0.685 0.560 1.224  -0.3293
C7 0.154 -0.273 2.003  -0.4326
O1 2.027 -0.417 3.434  -0.7200
H1 1.446 3.023 0.492  0.1636
H2 2.825 1.797 2.130  0.1736
H3 -2.409 2.282 0.320  0.2054
H4 -1.199 2.838 -0.963  0.1974
H5 -1.718 0.258 1.192  0.1715
H6 2.667 0.104 3.916  0.4634
H7 0.113 -1.369 2.057  0.1973
H8 -1.781 3.472 0.651  0.2025
C8 -1.461 -2.228 -2.763  -0.7723
C9 -0.257 -2.682 -1.954  0.6846
O2 -0.208 -3.269 -0.907  -0.5889
N1 0.886 -2.202 -2.598  -0.8661
H9 -2.419 -2.741 -2.618  0.2260
H10 -1.226 -2.387 -3.835  0.2002
H11 1.677 -2.466 -2.030  0.4057
H12 0.849 -1.594 -3.387  0.3944
H13 -1.634 -1.158 -2.650  0.2393

---

3.
Here is C25H36N8O2RuS as an isolated structure in a non-equilibrium geometry from the OMol25 dataset. Energies are from ωB97M-V/def2-TZVPD.

The value obtained for the lowest unoccupied orbital energy (alpha / beta) is -0.30991 / -0.33185 Eh. As for the spin multiplicity: 2. The calculation puts the energy relative to the best compared isomer or geometry (same formula, charge and spin) at 21.13 kcal per mole. The HOMO-LUMO gap (alpha / beta) comes out at 7.310 / 6.634 eV. The energy is -2055.00269 a.u. As for the net charge: +3.

Last column: Löwdin spin population.
CARTESIAN COORDINATES (ANGSTROEM)
Ru1 0.035 0.199 -0.035  0.8948
C1 -6.078 0.995 3.829  -0.0003
C2 -4.667 0.789 3.337  -0.0003
C3 -3.672 0.311 4.147  0.0070
C4 -2.316 0.229 3.741  -0.0003
C5 -1.428 -0.306 4.713  -0.0009
N1 -0.189 0.006 4.960  -0.0010
C6 0.458 1.296 4.667  -0.0001
C7 1.716 1.213 3.822  0.0000
C8 2.961 0.600 4.500  0.0001
N2 3.336 -0.692 3.869  0.0009
C9 3.691 -0.801 2.646  0.0017
C10 3.877 0.378 1.796  0.0063
C11 5.031 1.152 1.906  -0.0023
C12 5.236 2.260 1.094  0.0080
C13 6.522 3.045 1.145  0.0014
C14 4.191 2.619 0.258  -0.0030
C15 3.009 1.877 0.159  0.0065
C16 1.942 2.421 -0.654  -0.0033
N3 0.745 1.996 -0.784  0.0000
C17 -0.149 2.779 -1.660  0.0009
C18 -0.829 1.859 -2.662  0.0012
C19 -2.044 1.170 -2.065  0.0032
N4 -1.843 0.816 -0.640  0.0000
C20 -2.841 1.078 0.116  0.0215
C21 -3.011 0.882 1.529  0.0018
C22 -4.305 1.047 2.017  0.0053
C23 -1.936 0.570 2.398  0.0045
O1 -0.699 0.528 2.011  0.0003
C24 2.870 0.681 0.875  -0.0013
O2 1.829 -0.135 0.770  0.0583
H1 -6.101 1.187 4.900  0.0000
H2 -6.688 0.109 3.645  -0.0001
H3 -6.555 1.825 3.311  -0.0001
H4 -3.922 0.039 5.169  0.0003
H5 -1.835 -1.080 5.362  -0.0001
H6 0.252 -0.549 5.682  0.0000
H7 0.678 1.760 5.631  0.0000
H8 -0.267 1.920 4.153  0.0000
H9 1.950 2.232 3.513  0.0001
H10 1.472 0.651 2.925  -0.0002
H11 2.814 0.421 5.564  0.0000
H12 3.802 1.280 4.404  0.0000
H13 3.321 -1.532 4.441  0.0001
H14 3.825 -1.807 2.252  0.0003
H15 5.802 0.868 2.617  -0.0003
H16 7.341 2.442 1.531  0.0001
H17 6.419 3.916 1.795  0.0006
H18 6.790 3.413 0.156  0.0002
H19 4.291 3.516 -0.345  -0.0003
H20 2.203 3.334 -1.189  -0.0007
H21 0.421 3.542 -2.189  0.0000
H22 -0.886 3.288 -1.035  0.0004
H23 -0.099 1.131 -3.010  0.0004
H24 -1.153 2.433 -3.530  0.0002
H25 -2.264 0.264 -2.628  -0.0005
H26 -2.908 1.829 -2.153  0.0000
H27 -3.725 1.488 -0.372  0.0001
H28 -5.078 1.371 1.326  0.0001
N5 -1.359 -2.063 -2.054  0.0136
N6 -0.724 -1.862 -3.287  -0.0005
C25 0.537 -1.413 -3.352  -0.0021
N7 1.107 -1.436 -4.552  -0.0016
S1 1.450 -0.828 -2.024  -0.0187
H29 -0.997 -2.915 -1.634  0.0000
H30 -2.349 -2.184 -2.230  0.0001
H31 -1.087 -2.371 -4.083  0.0002
H32 0.650 -1.826 -5.362  -0.0001
H33 2.053 -1.110 -4.662  -0.0003
N8 -0.296 -1.787 0.913  -0.0034
H34 0.500 -2.357 0.643  0.0002
H35 -1.143 -2.336 0.822  0.0010
H36 -0.185 -1.543 1.892  0.0000

---

4.
Here is C36H26Br2N3O3SeTeTi as an isolated structure in a non-equilibrium geometry from the OMol25 dataset. Energies are from ωB97M-V/def2-TZVPD.

The value obtained for the lowest unoccupied orbital energy (alpha / beta) is -0.03198 / -0.03665 Eh. As for the spin multiplicity: 2. The HOMO-LUMO gap (alpha / beta) comes out at 6.598 / 6.619 eV. The energy is -10444.44890 a.u. As for the net charge: 0.

Last column: natural (NBO) charge in e.
CARTESIAN COORDINATES (ANGSTROEM)
Ti1 0.765 -0.800 0.080  1.3184
Br1 0.379 4.847 4.934  0.0733
C1 1.548 4.880 3.452  -0.0773
C2 2.330 3.769 3.182  -0.2118
C3 3.167 3.772 2.075  -0.2336
C4 3.232 4.894 1.262  0.1010
C5 2.481 6.015 1.577  -0.2132
C6 1.615 6.013 2.660  -0.2360
N1 4.160 5.119 0.148  -0.1225
N2 4.589 4.229 -0.590  -0.1071
C7 4.031 2.880 -0.579  0.0322
C8 4.882 1.837 -0.451  -0.1819
C9 4.413 0.499 -0.366  -0.2366
C10 3.086 0.241 -0.451  0.3031
O1 2.540 -0.986 -0.306  -0.7542
C11 2.187 1.323 -0.724  0.0904
N3 0.851 0.997 -0.879  -0.5375
C12 0.018 1.945 -1.218  0.0950
C13 0.420 3.285 -1.394  -0.2605
C14 1.708 3.635 -1.163  -0.1140
C15 2.651 2.641 -0.803  -0.0199
H1 2.277 2.896 3.814  0.2447
H2 3.774 2.899 1.888  0.2356
H3 2.586 6.895 0.953  0.2312
H4 1.021 6.885 2.898  0.2326
H5 5.941 2.052 -0.352  0.2353
H6 5.098 -0.323 -0.214  0.2393
H7 -1.015 1.647 -1.323  0.2178
H8 -0.314 4.023 -1.688  0.2341
H9 2.022 4.668 -1.267  0.2333
C16 -2.903 -2.212 -1.417  -0.6462
Te1 -2.444 -0.972 0.262  0.6036
C17 -4.301 -0.043 -0.230  -0.6826
C18 -5.082 -1.067 -1.021  0.0448
C19 -6.461 -0.953 -1.194  -0.2293
C20 -7.153 -1.885 -1.950  -0.2081
C21 -6.469 -2.944 -2.542  -0.2083
C22 -5.098 -3.063 -2.371  -0.1892
C23 -4.398 -2.129 -1.607  -0.0735
H10 -2.559 -3.226 -1.224  0.2404
H11 -2.380 -1.839 -2.294  0.2264
H12 -4.124 0.867 -0.803  0.2230
H13 -4.816 0.230 0.691  0.2359
H14 -6.993 -0.129 -0.728  0.2114
H15 -8.226 -1.791 -2.075  0.2156
H16 -7.008 -3.680 -3.128  0.2160
H17 -4.562 -3.889 -2.827  0.2131
Se1 0.496 0.411 2.194  -0.1993
C24 0.586 -0.915 3.579  -0.1779
C25 0.090 -0.574 4.831  -0.1864
C26 0.161 -1.476 5.889  -0.2208
C27 0.723 -2.730 5.704  -0.2309
C28 1.218 -3.077 4.454  -0.1855
C29 1.154 -2.177 3.398  -0.2451
H18 -0.357 0.402 4.979  0.2088
H19 -0.226 -1.192 6.862  0.2109
H20 0.769 -3.435 6.524  0.2118
H21 1.664 -4.052 4.296  0.2141
H22 1.550 -2.471 2.441  0.2157
Br2 -0.139 -2.584 -6.947  0.0729
C30 0.113 -2.815 -5.092  -0.0711
C31 0.038 -1.712 -4.258  -0.2376
C32 0.209 -1.894 -2.893  -0.1843
C33 0.465 -3.157 -2.367  -0.1032
C34 0.554 -4.241 -3.227  -0.1665
C35 0.368 -4.080 -4.593  -0.2359
C36 0.641 -3.420 -0.897  0.7700
O2 1.211 -4.386 -0.485  -0.5463
O3 0.066 -2.490 -0.087  -0.8282
H23 -0.158 -0.731 -4.668  0.2301
H24 0.146 -1.009 -2.263  0.2014
H25 0.769 -5.216 -2.809  0.2451
H26 0.423 -4.928 -5.263  0.2340